(P)
C6H27NO7 | ωB97M-V with the def2-TZVPD basis set

Last column: Löwdin charge in e.
Cartesian coordinates (Å):
C: 2.85853 -1.02340 0.14120  -0.10
C: 1.46648 -0.70271 -0.28199  -0.26
N: 1.22306 0.81975 -0.48504  -0.14
C: 2.02014 1.34733 -1.68362  -0.06
C: -1.00847 -0.08879 -1.15560  -0.10
C: -0.23649 1.06805 -0.64368  -0.40
C: -0.74754 1.71564 0.59906  -0.27
O: -2.02573 2.13437 0.26958  -0.06
H: 3.75492 -0.65715 -0.42360  0.10
H: 2.91339 -2.06309 0.52707  0.09
H: 2.99027 -0.49980 1.07311  0.03
H: 0.67366 -0.95663 0.42117  0.09
H: 1.28125 -1.22139 -1.32584  0.12
H: 1.49806 2.08074 -2.25365  0.04
H: 2.95704 1.93109 -1.35514  0.10
H: 2.39937 0.50587 -2.28145  0.08
H: -1.64234 -0.69239 -0.51806  0.05
H: -0.35527 -0.69324 -1.90739  0.10
H: -1.94573 0.17328 -1.70220  0.10
H: -0.28712 1.91454 -1.44406  0.15
H: -0.80662 0.92722 1.44895  0.13
H: -0.12099 2.63451 0.94672  0.15
H: -2.55484 1.52082 0.84319  0.06
H: 0.17144 -1.28884 3.98186  0.06
H: 0.34921 0.11898 3.23883  0.05
O: 0.15242 -0.84609 3.14687  -0.06
H: 2.29793 0.56516 2.61320  0.07
H: 1.35879 1.22917 1.75623  -0.04
O: 1.60981 1.28794 2.64858  -0.05
H: 0.12854 1.72778 -4.26583  0.04
H: -1.36927 1.37843 -4.45437  0.08
O: -0.64111 1.40731 -3.77575  -0.07
H: -1.56622 -2.32286 1.34869  0.01
H: -1.18541 -1.17284 2.24150  0.00
O: -1.96446 -1.62577 1.84545  -0.06
H: -1.07941 -3.28992 -1.50082  0.05
H: -0.48951 -2.84968 -0.14454  0.03
O: -1.15075 -3.45634 -0.55369  -0.06
H: -3.04738 -0.41010 1.42627  -0.04
H: -4.13809 -0.74234 0.61858  0.11
O: -3.74155 0.11538 1.02022  -0.10

As for the molar mass: 225.28 g/mol. Its SMILES is CCN(C)[C@@H](C)CO.O.O.O.O.O.O. For the HOMO-LUMO gap, the calculation gives 0.33649 Eh.

---

(Q)
C6H27NO7 | ωB97M-V with the def2-TZVPD basis set

Last column: Löwdin charge in e.
Cartesian coordinates (Å):
C: 0.82160 0.28567 -1.57844  -0.22
N: 0.40733 -0.49405 -0.42131  -0.07
C: 1.39537 -1.41020 0.14763  -0.22
C: 0.80167 -2.43915 1.12285  -0.15
C: -0.20138 -1.75319 2.10304  -0.26
O: 0.46784 -0.67518 2.69564  -0.07
C: 1.39851 1.67380 -1.25520  -0.24
C: 1.43817 2.59915 -2.45177  -0.10
H: -0.02160 0.43212 -2.25174  0.08
H: 1.53530 -0.28516 -2.15705  0.12
H: -0.07860 0.04214 0.27918  0.08
H: 1.67268 -1.99397 -0.72702  0.11
H: 2.34314 -0.95836 0.45465  0.11
H: 1.53917 -2.91525 1.76649  0.11
H: 0.35489 -3.22722 0.51779  0.09
H: -1.18370 -1.55239 1.66662  0.10
H: -0.34706 -2.46764 2.91626  0.12
H: 0.77993 0.05414 2.15659  0.03
H: 0.84782 2.12245 -0.42801  0.07
H: 2.39056 1.51944 -0.81530  0.10
H: 1.44524 3.66959 -2.23810  0.07
H: 0.63269 2.37278 -3.13485  0.07
H: 2.35699 2.49999 -3.03634  0.07
H: -2.45972 0.44074 -0.69314  0.01
H: -3.13055 0.42810 -2.01617  0.07
O: -2.25962 0.58907 -1.63105  -0.06
H: 0.40540 2.19583 2.72414  0.07
H: 0.46640 3.13364 1.63652  0.08
O: 0.26815 2.19252 1.76126  -0.07
H: -1.18552 -1.73600 -0.77510  0.02
H: -1.99962 -2.93138 -0.13184  0.05
O: -1.61476 -2.60278 -0.94626  -0.08
H: -2.95285 1.62451 1.91593  0.06
H: -2.30859 2.04039 0.58036  0.04
O: -2.78982 1.31995 1.00902  -0.06
H: 3.63815 1.60751 2.33595  0.05
H: 2.16907 1.59211 1.89136  -0.01
O: 2.74951 1.82999 2.62719  -0.06
H: -1.76508 -1.13514 -2.71025  -0.03
H: -2.06632 -2.55365 -2.80820  0.01
O: -1.80711 -1.81960 -3.39101  -0.09

As for the molar mass: 225.28 g/mol. Its SMILES is CCCNCCCO.O.O.O.O.O.O. For the HOMO-LUMO gap, the calculation gives 0.32613 Eh.

---

Which structure is the most stable? The one labeled (Q).

---

(P)
C6H8F3N3 | ωB97M-V with the def2-TZVPD basis set

Last column: Löwdin charge in e.
Cartesian coordinates (Å):
C: -0.30133 1.38007 -2.27910  -0.11
C: -1.41424 0.65498 -0.46063  -0.12
C: -0.61193 -0.38293 -0.94304  -0.40
C: -0.56485 -1.81213 -0.62143  -0.05
C: 0.02338 -0.20816 2.02943  -0.14
C: 1.28459 0.51862 1.55373  -0.63
N: -1.21331 1.66436 -1.28817  0.00
N: -0.00816 0.10720 -2.06716  0.08
N: 0.03100 -0.97962 3.04864  0.13
F: 2.11274 0.75757 2.61305  0.10
F: 1.94975 -0.27470 0.73352  0.16
F: 0.95669 1.70569 1.05070  0.15
H: 0.23237 2.13894 -2.78629  0.12
H: -0.69789 -2.38532 -1.58062  0.11
H: 0.26610 -2.07385 -0.09666  0.03
H: -1.39188 -1.90373 0.10001  0.10
H: -0.79397 -0.10495 1.32550  0.04
H: 0.79621 -0.34145 -2.55505  0.19
H: -1.68198 2.60565 -1.17822  0.17
H: 1.02671 -1.06625 3.40177  0.08

As for the molar mass: 179.15 g/mol. For the HOMO-LUMO gap, the calculation gives 0.30840 Eh.

---

(Q)
C6H8F3N3 | ωB97M-V with the def2-TZVPD basis set

Last column: Löwdin charge in e.
Cartesian coordinates (Å):
C: -1.34046 0.19604 -1.12819  -0.12
C: 0.88574 0.07795 0.67403  -0.27
C: -0.07334 -0.43684 -1.60590  -0.17
C: 1.11643 0.13516 -0.85641  -0.12
C: -0.51697 0.71479 1.05685  -0.36
C: -0.14686 2.08714 1.61530  -0.50
N: -1.55093 0.78239 -0.00840  0.14
N: 1.71771 -0.43826 1.48946  0.19
N: -0.99155 -0.05246 2.28982  0.12
F: 0.39605 2.90690 0.63065  0.11
F: -1.24792 2.71282 2.18393  0.10
F: 0.73440 2.03900 2.63173  0.14
H: -2.13821 0.27118 -1.83974  0.11
H: -0.04799 -1.51827 -1.73426  0.12
H: -0.03883 -0.23046 -2.67591  0.11
H: 1.11919 1.17530 -0.98157  0.09
H: 2.04207 -0.35436 -1.25235  0.14
H: 1.21144 -0.49463 2.31074  0.01
H: -1.78484 0.43670 2.62899  0.07
H: -1.21132 -0.91640 1.81064  0.09

As for the molar mass: 179.15 g/mol. Its SMILES is [H]/N=C1/CCC=N[C@]1(N)C(F)(F)F. For the HOMO-LUMO gap, the calculation gives 0.38464 Eh.

---

Which structure is the most stable? The one labeled (Q).

---

(P)
CH6N2O2 | ωB97M-V with the def2-TZVPD basis set

Last column: Löwdin charge in e.
Cartesian coordinates (Å):
N: -0.28912 -0.89120 -0.29973  0.08
C: 0.35621 -0.24857 0.72231  -0.71
N: -0.59235 0.32678 1.61907  0.09
O: 1.53628 -0.09129 0.83390  0.07
H: -1.41177 -1.09006 -0.36577  0.19
H: 0.39106 -1.35849 -0.98955  0.14
H: -1.20109 -0.24106 2.23558  0.09
H: -0.17128 0.85653 2.39742  0.09
H: -0.27482 0.88131 -1.99267  -0.03
H: 1.14112 0.72821 -1.78715  0.00
O: 0.51576 1.12784 -2.37339  -0.02

As for the molar mass: 78.07 g/mol. Its SMILES is NC(N)=O.O. For the HOMO-LUMO gap, the calculation gives 0.39664 Eh.

---

(Q)
CH6N2O2 | ωB97M-V with the def2-TZVPD basis set

Last column: Löwdin charge in e.
Cartesian coordinates (Å):
C: -1.13184 -0.68485 -1.11627  0.20
N: -0.71904 0.45540 -0.80118  -0.29
N: 1.28544 0.36622 0.99538  0.10
O: -0.41891 1.51343 -1.31581  -0.02
O: -3.01267 -1.10820 -2.71015  -0.25
H: -1.43548 -1.47794 -0.57432  0.04
H: -0.06317 0.19120 0.20236  0.16
H: 1.72451 0.31169 0.13040  0.04
H: 1.20866 1.21480 1.42152  0.03
H: 1.48818 -0.47257 1.58660  0.11
H: -2.82951 -1.99273 -2.45599  -0.12

As for the molar mass: 78.07 g/mol. For the HOMO-LUMO gap (alpha / beta), the calculation gives 0.27699 / 0.27702 Eh.

---

Which structure is the most stable? The one labeled (P).

---

(P)
C3H5BO2 | ωB97M-V with the def2-TZVPD basis set

Last column: Löwdin charge in e.
Cartesian coordinates (Å):
B: 1.54542 0.01687 -0.05278  -0.21
C: 0.41367 0.81398 -0.13449  -0.05
C: -0.95526 0.52639 0.56297  -0.16
C: -1.30027 -0.60963 -0.38265  -0.30
O: -1.59379 -1.76326 -0.04111  0.01
O: 2.74708 -0.45849 0.16890  0.23
H: 0.14970 1.50249 -0.81692  0.04
H: -1.57802 1.43161 0.57906  0.11
H: -0.85048 0.09896 1.63510  0.14
H: -1.37387 -0.23527 -1.34512  0.09
H: 2.79582 -1.32364 -0.17295  0.09

As for the molar mass: 83.88 g/mol. Its SMILES is O=CC/C=B/O. For the HOMO-LUMO gap, the calculation gives 0.31932 Eh.

---

(Q)
C3H5BO2 | ωB97M-V with the def2-TZVPD basis set

Last column: Löwdin charge in e.
Cartesian coordinates (Å):
B: -1.35462 0.06297 -0.01287  -0.64
C: 2.28167 -0.27276 -0.10177  -0.01
C: -0.09638 1.13249 -0.07712  0.04
C: 1.11598 0.46762 -0.05700  -0.10
O: -2.61141 0.56905 -0.17649  0.14
O: -1.14621 -1.31829 0.03884  0.10
H: 2.63498 -0.61767 -1.08094  0.06
H: 2.81031 -0.46728 0.84706  0.06
H: 0.02172 2.22509 0.03638  0.09
H: -3.33102 -0.08346 0.07654  0.14
H: -0.32504 -1.69774 0.50736  0.14

As for the molar mass: 83.88 g/mol. Its SMILES is C=C=CB(O)O. For the HOMO-LUMO gap, the calculation gives 0.37154 Eh.

---

Which structure is the most stable? The one labeled (Q).

---

(P)
H26NO11 | ωB97M-V with the def2-TZVPD basis set

Last column: Löwdin charge in e.
Cartesian coordinates (Å):
N: -0.22184 -0.38689 0.06849  0.34
H: 0.59312 0.13174 0.23039  0.09
H: -0.00559 -1.03590 -0.57117  0.03
H: -0.95678 0.15870 -0.46977  0.13
H: -0.60376 -0.87795 0.95700  0.15
O: 3.84898 0.10480 0.24284  -0.03
H: 3.45391 -0.33270 -0.52871  0.03
H: 3.59893 0.99700 0.23646  -0.03
O: -2.75989 0.50743 1.53095  -0.09
H: -2.38950 1.47508 1.41409  0.05
H: -2.65486 0.26130 2.43402  0.01
O: 0.06045 -2.58244 -2.83237  -0.05
H: -0.59661 -2.56753 -3.52662  0.04
H: -0.16970 -3.21201 -2.13548  0.04
O: -2.57249 -0.19640 -2.50799  -0.03
H: -3.37424 -0.68184 -2.48383  0.04
H: -2.56200 0.49797 -3.18253  0.07
O: 0.26792 -0.24073 3.36215  0.03
H: 0.78457 -0.91546 3.57816  -0.03
H: 0.54827 0.63427 3.55567  0.02
O: 2.17317 -2.52818 -0.21990  -0.14
H: 3.13142 -2.63222 -0.36811  0.04
H: 1.97080 -3.60168 -0.08548  0.15
O: -1.96371 -3.09661 0.89919  -0.18
H: -2.97695 -3.33358 0.88605  0.09
H: -1.65899 -3.68387 1.75213  0.12
O: 0.33185 0.59538 -2.83719  -0.02
H: -0.02855 1.44544 -2.65323  0.02
H: -0.50812 0.13062 -2.77484  -0.02
O: 0.91702 2.57875 1.91957  -0.03
H: 1.60521 2.66110 1.27319  0.00
H: 1.29483 2.54282 2.80413  0.07
O: -1.43197 2.82875 0.45118  -0.08
H: -2.27470 3.25967 0.61163  0.06
H: -0.85047 2.65044 1.23844  0.03
O: 2.16144 2.50640 -0.55876  0.05
H: 1.31768 2.65066 -0.83106  0.00
H: 2.50118 3.28768 -0.87865  0.05

As for the molar mass: 216.20 g/mol. The charge is +1. For the HOMO-LUMO gap, the calculation gives 0.40763 Eh.

---

(Q)
H26NO11 | ωB97M-V with the def2-TZVPD basis set

Last column: Löwdin charge in e.
Cartesian coordinates (Å):
N: 0.17676 0.24225 -0.52771  0.32
H: 1.06089 0.53875 -0.65304  0.04
H: -0.52945 0.53416 -1.23786  0.09
H: -0.38970 0.49921 0.30757  0.12
H: 0.27994 -0.72538 -0.46633  0.07
O: -2.25171 1.56223 -1.07247  -0.08
H: -3.17698 1.25686 -1.13802  0.10
H: -2.41012 2.36331 -1.68273  0.14
O: 2.28662 0.85988 1.53417  -0.05
H: 2.29899 1.75169 2.06005  0.11
H: 1.61027 0.54309 2.08254  -0.05
O: 2.83970 -1.56714 -1.43378  0.00
H: 2.29457 -2.21843 -1.33973  -0.08
H: 3.74508 -1.99749 -1.52087  0.11
O: -0.67392 -3.07823 -1.29057  -0.07
H: -0.89494 -3.28417 -2.16295  0.00
H: -1.35058 -2.45698 -0.80658  0.05
O: -2.19444 -1.41285 0.34247  0.04
H: -2.26894 -2.17138 0.77299  -0.01
H: -2.45499 -0.66037 0.84379  0.06
O: -0.54223 2.39468 2.12182  -0.08
H: 0.12772 2.93895 1.67118  0.07
H: -0.69860 3.08660 2.88973  0.16
O: -0.11752 -0.55078 3.04395  0.00
H: 0.15996 -0.82106 3.93521  0.10
H: -0.27471 0.33530 3.08591  -0.04
O: -2.90477 2.53949 0.85755  -0.12
H: -2.02196 2.51239 1.21516  -0.06
H: -2.55359 2.66687 -0.08334  0.00
O: 0.74734 -2.63022 1.33519  -0.04
H: 0.48496 -3.38995 0.92958  -0.03
H: 0.10329 -2.15375 1.93883  0.03
O: -0.25860 -0.34181 -2.93493  0.01
H: -0.97104 -0.58688 -3.63088  0.14
H: 0.33798 0.11774 -3.31638  -0.06
O: 3.18462 1.40488 -1.65445  -0.10
H: 3.09337 1.01844 -2.49946  -0.02
H: 4.10675 0.88008 -1.51563  0.13

As for the molar mass: 216.20 g/mol. The charge is +1. For the HOMO-LUMO gap, the calculation gives 0.37437 Eh.

---

(R)
H26NO11 | ωB97M-V with the def2-TZVPD basis set

Last column: Löwdin charge in e.
Cartesian coordinates (Å):
N: -0.19782 -0.36077 0.42917  0.35
H: -0.85963 -0.85313 0.06890  0.00
H: 0.78706 -0.94441 0.16864  0.22
H: -0.36858 -0.47734 1.43817  0.14
H: 0.08690 0.53652 0.19473  0.07
O: -2.44869 -2.06133 1.91440  -0.13
H: -2.82484 -2.22327 2.84993  0.09
H: -3.17166 -2.19602 1.19882  0.08
O: 1.75929 1.27986 -1.66996  -0.02
H: 2.33550 0.51844 -1.55778  -0.12
H: 1.80408 1.53893 -2.51798  0.00
O: -1.78848 1.02653 -1.62681  -0.01
H: -1.91196 2.02567 -1.52796  0.12
H: -1.73382 0.92958 -2.49237  -0.03
O: 2.85680 -2.92048 -0.47180  0.00
H: 3.77116 -3.04880 -0.17078  0.10
H: 2.17845 -2.94233 0.15131  -0.01
O: 1.30269 3.61483 -0.14733  -0.06
H: 0.41239 3.87777 -0.30024  0.03
H: 1.59882 2.77667 -0.61855  0.04
O: -4.19639 -0.10436 -0.87605  -0.09
H: -3.27446 -0.13175 -1.15123  -0.03
H: -4.64867 -0.45105 -1.70474  0.07
O: 3.21038 -0.43859 -1.41889  0.02
H: 3.82985 -0.15440 -0.82657  0.04
H: 3.17485 -1.40469 -1.05067  0.07
O: -1.67811 2.28190 1.78076  -0.19
H: -1.03486 2.71828 2.60064  0.11
H: -1.93106 3.16181 1.50713  0.00
O: 0.42296 3.31795 2.30609  -0.13
H: 0.29842 4.29472 2.53236  0.11
H: 0.49227 3.15156 1.31872  0.02
O: 1.13246 -3.19026 2.04218  0.02
H: 1.35789 -4.07994 2.11622  0.03
H: 1.05932 -2.99956 2.92861  0.02
O: -0.58283 -1.95895 -2.07155  0.00
H: -1.31436 -1.96704 -2.67935  0.05
H: 0.09465 -2.14256 -2.66618  0.02

As for the molar mass: 216.20 g/mol. The charge is +1. For the HOMO-LUMO gap, the calculation gives 0.35951 Eh.

---

Which structure is the most stable? The one labeled (P).

---

(P)
C7H15NO2 | ωB97M-V with the def2-TZVPD basis set

Last column: Löwdin charge in e.
Cartesian coordinates (Å):
C: -0.77728 -0.06718 1.17469  -0.56
C: 0.64624 0.17117 1.67424  -0.01
C: -1.59669 -0.87098 2.18936  -0.01
C: -0.77287 -0.95814 -0.12465  -0.25
O: -1.45368 1.13724 0.95946  -0.01
O: -1.49615 -1.80104 -0.52833  0.13
H: -0.90534 1.67352 0.33662  0.07
H: 0.66017 -1.31338 -0.36503  0.09
H: -1.63838 -0.29752 3.11489  0.09
H: 0.58347 0.66322 2.64475  0.10
H: 1.20139 -0.76130 1.78699  0.10
H: 1.18824 0.81901 0.99068  0.07
H: -2.61026 -1.01662 1.82135  0.10
H: -1.14172 -1.84253 2.38126  0.10
C: -0.53272 0.51086 -1.69050  -0.20
N: 0.03948 1.77409 -1.27255  -0.05
C: 1.09124 -0.87708 -1.39176  -0.16
C: 2.31435 -0.29174 -1.35105  -0.08
H: -0.29072 2.54636 -1.84309  0.09
H: 1.05465 1.73502 -1.37945  0.06
H: -0.42240 0.24724 -2.74503  0.09
H: -1.60762 0.53139 -1.50500  0.08
H: 0.79926 -1.56326 -2.17642  0.10
H: 2.67697 0.29065 -0.51790  0.03
H: 2.99040 -0.43900 -2.18354  0.04

As for the molar mass: 145.20 g/mol. For the HOMO-LUMO gap (alpha / beta), the calculation gives 0.28788 / 0.28786 Eh.

---

(Q)
C7H15NO2 | ωB97M-V with the def2-TZVPD basis set

Last column: Löwdin charge in e.
Cartesian coordinates (Å):
C: 1.24784 0.85014 1.74412  0.00
N: -1.94274 0.74469 -0.21966  -0.05
C: 0.74392 1.17111 0.36335  -0.42
O: -1.83793 1.17449 1.14382  -0.07
O: 0.57433 2.30902 -0.00091  0.09
H: -2.72394 1.05579 1.51052  0.10
H: -1.64316 1.55079 -0.76842  0.11
H: 2.25025 0.43247 1.68126  0.09
H: 1.27558 1.76458 2.33057  0.09
H: 0.59918 0.12872 2.23141  0.08
C: 1.37192 -1.19908 -0.33143  -0.05
C: 0.71453 0.50026 -2.01834  -0.04
C: -1.38375 -1.48506 0.52714  -0.05
C: 0.46021 0.00104 -0.58739  -0.44
C: -1.06057 -0.38305 -0.47980  -0.33
H: -1.36934 -0.73657 -1.47208  0.15
H: 1.26657 -1.59707 0.67204  0.08
H: 2.41025 -0.90843 -0.48062  0.09
H: 1.14182 -1.99015 -1.04260  0.09
H: 0.07448 1.34676 -2.25459  0.08
H: 0.52605 -0.29450 -2.73689  0.09
H: 1.74731 0.82633 -2.12263  0.09
H: -0.92133 -2.42297 0.23935  0.07
H: -1.05892 -1.21440 1.52777  0.07
H: -2.46257 -1.62493 0.54400  0.08

As for the molar mass: 145.20 g/mol. Its SMILES is CC(=O)C(C)(C)[C@@H](C)NO. For the HOMO-LUMO gap, the calculation gives 0.36413 Eh.

---

Which structure is the most stable? The one labeled (Q).